Below is a structure of composition C33H33CdClIN7O9S at a distorted geometry, with properties calculated with the ωB97M-V functional and the def2-TZVPD basis.

The geometry in ORCA input format:
```
! wB97M-V def2-TZVPD RIJCOSX def2/J DEFGRID3
* xyz -2 1
I -1.7391 3.0550 -1.8898
Cd 0.4423 1.2611 2.0456
Cl -4.9721 -2.3698 1.3285
S -1.9126 0.1645 -0.3257
O 2.5224 0.6979 2.2043
O 1.0263 2.9428 3.5483
O 0.3858 3.6853 5.4418
O 4.0185 2.6148 -3.5570
O -0.5699 1.9807 4.5894
O 0.7905 -0.4114 3.8612
O -1.5427 1.3297 1.6674
O 2.3680 -0.8049 5.3954
O 4.1979 0.4046 3.6408
N 1.3421 2.4429 0.2346
N 1.2238 -2.1278 1.5123
N -3.6538 2.2037 1.4873
N -0.8506 -0.8586 0.3299
N 2.1157 1.5632 -4.0837
N -1.1818 -2.6999 -1.1432
N 0.2699 2.8738 4.5407
C -3.5858 -2.0029 2.3031
C 2.7311 1.1807 -5.3410
C -2.3664 -0.4873 3.6877
C -2.4523 -0.7486 -1.8078
C -1.3624 -1.4368 3.8505
C -3.4860 -0.7724 2.9247
C 3.0255 0.3540 3.2995
C -0.1570 -1.1043 4.6777
C -3.7227 -0.7983 -3.8584
C -2.0143 -2.0539 -2.0470
C 2.8770 2.2896 -3.2399
C 1.6208 2.0033 -0.9852
C -0.5587 -2.0448 -0.0600
C 3.7279 0.0367 -5.1767
C 2.4529 4.4825 -0.2719
C 0.4966 -4.2189 0.6024
C -3.2825 -2.0814 -4.1010
C 0.4132 -2.8123 0.6899
C 2.0342 -0.3245 4.3328
C 2.3470 2.7484 -1.9175
C -2.2627 2.4374 1.6816
C -1.4895 -2.6691 3.2204
C 0.4990 -0.2595 -3.6595
C 2.2551 -4.1669 2.2154
C 1.7575 3.6495 0.5909
C -2.4261 -2.7102 -3.2011
C 2.1020 -2.7843 2.2338
C -3.3015 -0.1386 -2.7069
C 1.4238 -4.8897 1.3687
C 0.7215 1.2278 -3.9112
C -1.8154 3.6812 1.8840
C 2.7629 4.0230 -1.5345
C -2.5946 -2.9586 2.4399
H -2.6809 -3.9089 1.9345
H 4.1491 -0.2242 -6.1457
H 2.7326 -2.1829 2.8748
H -3.6064 0.8759 -2.5193
H 3.2425 -0.8369 -4.7487
H 4.5307 0.3514 -4.5159
H -4.2524 -0.0246 2.7948
H 1.5014 -5.9693 1.3128
H -2.2686 0.4850 4.1463
H -0.1667 -4.7799 -0.0416
H 0.8005 -0.8620 -4.5163
H -4.3752 -0.2926 -4.5585
H -2.4857 4.5237 1.8826
H 1.2686 1.0067 -1.2127
H 0.1857 1.5148 -4.8246
H 0.3375 -2.0057 5.0621
H 2.7646 5.4635 0.0513
H -0.5601 -0.4190 -3.4847
H 1.0529 -0.5967 -2.7851
H -3.5978 -2.6086 -4.9926
H -3.7848 1.4071 0.8757
H 3.3353 4.6225 -2.2295
H 3.2588 2.0509 -5.7481
H -0.7149 -3.5164 -1.5038
H 0.2940 1.8133 -3.0957
H -0.4302 -0.4514 5.5168
H 1.9347 0.8945 -6.0301
H -2.0714 -3.7160 -3.4014
H -4.1025 3.0165 1.0853
H -0.7710 3.8811 2.0430
H 2.9968 -4.6522 2.8319
H -0.7141 -3.4139 3.3232
H 1.5453 3.9593 1.6051
*
```

Computed properties:
LUMO	3.8	eV
frontier orbital gap	5.45	eV
calculated total energy	-3661.66904	Ha
ΔE to the lowest compared entry with this formula, charge and spin	1.265	eV
highest occupied orbital energy	-0.060	Eh